No. 1
143
Properties=species:S:1:pos:R:3:forces:R:3 method="wB97M-V/def2-TZVPD" e_lumo_ev=-2.93 homo_lumo_gap_ev=8.281 total_charge=+1 e_tot_ha=-163555.93067
H -5.450 -11.985 5.579 0.00 0.00 0.00
H -6.842 0.883 6.671 0.00 0.01 0.00
Br -4.800 2.068 0.872 0.12 -0.04 0.02
Br -3.328 -9.266 1.155 0.04 -0.01 0.00
Br 8.700 7.616 -4.604 0.03 -0.02 0.01
H 5.635 1.002 -2.491 -0.08 0.22 -0.09
C -6.384 -3.317 -0.075 -0.01 -0.07 0.09
C 4.600 -4.951 -3.989 0.27 -0.28 0.06
C 9.528 6.091 -3.772 0.02 0.07 0.06
C -5.265 3.967 7.289 0.13 -0.04 -0.06
Br -4.938 2.378 -9.241 0.01 -0.07 0.02
Br -1.289 4.155 6.415 -0.09 0.03 0.20
Br -2.600 2.771 3.129 -0.22 -0.18 -0.15
Br -6.245 -0.267 -8.036 0.06 0.02 0.00
Br -6.659 -10.441 4.077 -0.05 0.01 0.03
H -0.450 -1.902 -0.992 -0.24 -0.12 0.05
Br -4.709 7.948 -0.458 0.02 -0.06 0.01
H 5.825 8.077 -5.142 -0.01 -0.03 0.03
N 2.152 -0.350 -4.465 -0.11 0.53 -0.23
C 0.003 -6.016 -1.453 -0.08 -0.16 0.17
C 7.989 8.239 4.075 0.00 0.07 -0.01
C -10.342 5.309 5.354 0.03 0.00 0.06
H 2.895 -0.800 -5.006 -0.01 -0.06 0.04
Br 1.087 2.376 7.591 -0.03 0.05 -0.09
Br -3.017 -11.600 3.298 0.08 -0.01 -0.03
H -0.051 -2.988 0.328 0.04 0.02 0.20
Br 6.859 5.480 0.762 -0.09 -0.02 -0.12
Br -4.455 5.697 7.459 -0.02 0.09 0.06
H -2.470 -0.073 0.055 -0.03 -0.10 -0.01
C 2.387 -2.161 0.688 -0.23 -0.33 -0.39
Br -9.191 5.862 3.911 0.00 -0.03 0.04
Br 3.734 6.765 -5.045 0.01 0.03 -0.01
H 4.490 -0.725 -3.501 0.18 0.04 0.18
H 5.823 -0.816 -0.793 0.26 0.13 -0.08
H -0.811 0.294 -0.437 -0.02 -0.11 0.17
Br -4.732 5.801 1.893 0.02 0.04 -0.08
H 1.669 1.125 -5.723 0.12 -0.07 -0.05
Br 10.136 6.494 -1.994 -0.09 -0.04 -0.06
C 7.374 -8.734 -2.912 -0.01 0.02 -0.02
Br -0.168 -6.084 0.464 -0.07 0.03 -0.09
H 0.329 -9.388 0.818 0.01 0.02 -0.02
H 7.870 -9.617 -2.536 0.00 -0.01 0.00
H -0.678 1.802 5.966 -0.01 0.01 -0.05
H 4.223 1.650 -1.669 -0.02 -0.02 0.09
C -2.351 -10.849 1.660 -0.05 -0.06 -0.03
C 2.765 0.541 -3.418 0.33 -0.65 0.52
Br 7.830 8.916 2.282 -0.02 -0.02 0.09
H -5.026 3.609 6.299 0.04 -0.02 -0.01
Br -12.030 4.651 4.708 0.06 0.02 0.01
C 4.793 8.355 -5.308 0.02 0.06 0.01
H 4.367 0.108 1.381 -0.13 -0.09 0.09
Br -4.532 2.696 8.536 -0.06 0.01 -0.02
H -1.332 -10.547 1.849 0.00 -0.03 0.06
Br -2.723 -0.949 -5.347 0.13 0.01 -0.07
C 3.817 -1.731 0.354 -0.12 -0.10 0.71
Br 1.043 -9.861 3.138 0.01 0.01 -0.04
C 4.110 -0.233 0.379 0.51 0.17 -0.69
Br 4.657 9.002 -7.113 0.00 -0.02 0.04
N 1.253 0.252 -5.410 -0.03 0.03 -0.19
C 1.956 7.120 1.858 -0.02 -0.03 -0.02
Br -1.078 0.482 -3.023 -0.07 0.18 -0.10
H 4.111 -2.161 -0.607 -0.10 0.07 -0.08
H 4.106 -5.536 -3.224 -0.06 0.03 -0.01
C 5.277 0.108 -0.592 -0.66 0.13 0.61
H 6.858 5.674 -1.701 -0.01 0.01 -0.01
C -4.629 0.750 -8.267 -0.06 0.04 -0.01
H 5.940 0.819 -0.100 0.20 -0.05 -0.16
H 9.022 7.962 4.222 -0.01 -0.02 0.01
Br -8.377 1.775 -0.633 0.02 -0.02 -0.06
Br -6.947 -3.206 -1.910 -0.01 -0.14 0.04
Br 0.881 3.004 4.457 0.10 -0.08 0.01
Br 0.351 -7.742 -2.224 -0.04 0.06 0.02
Br 4.353 9.720 -4.027 -0.02 -0.06 -0.05
H 4.476 -2.206 1.087 0.11 -0.08 -0.14
Br 4.415 5.669 -1.292 0.13 -0.19 0.02
H -5.686 -4.139 -0.009 0.01 0.01 0.02
H -8.560 2.198 -3.062 0.01 0.03 0.00
H 2.267 -3.172 0.285 -0.03 -0.01 0.15
H 1.630 -1.102 -4.008 0.08 -0.04 0.04
Br 7.992 -8.452 -4.712 -0.03 0.00 0.06
Br 4.837 -6.071 -5.524 -0.03 0.13 0.07
H 1.265 7.683 2.467 0.02 0.00 0.02
Br 1.338 -4.731 -1.997 -0.10 -0.06 -0.05
Br -5.442 -1.725 0.477 -0.10 0.04 0.00
C 6.252 6.142 -0.939 0.03 0.01 0.05
Br 3.432 6.603 2.975 -0.07 0.01 -0.11
H 3.123 1.451 -3.896 -0.15 0.01 -0.16
H -1.349 0.718 1.174 -0.08 -0.11 0.08
Br -8.737 1.684 5.304 -0.33 -0.22 -0.18
Br 8.360 4.553 -3.792 0.01 0.03 -0.01
C 1.294 -1.284 0.068 0.44 -0.11 0.03
C -7.734 1.879 -2.443 -0.04 0.05 0.04
C -3.724 6.563 0.441 -0.05 0.05 0.05
Br -6.879 -0.866 4.918 -0.01 0.01 -0.01
C -7.657 0.359 6.187 0.06 0.09 0.07
Br -3.116 5.212 -0.794 0.00 0.01 0.02
Br 7.855 -7.272 -1.757 0.07 -0.14 0.07
Br 3.412 -3.471 -4.383 -0.03 0.08 -0.20
H -0.946 -5.679 -1.844 0.02 0.05 -0.03
O -1.016 -1.298 0.900 -0.02 -0.07 -0.12
Br -3.239 -0.311 -9.085 -0.02 0.02 0.08
H -1.365 -1.920 -3.523 0.02 -0.01 -0.01
Br -7.169 0.158 -3.088 0.05 0.12 0.01
Br 0.964 5.590 1.197 0.08 0.08 0.02
Br -3.469 -1.490 -2.311 0.05 0.07 0.01
C 3.901 -0.221 -2.726 -0.54 0.16 -0.37
C -1.434 -0.042 0.393 0.12 0.39 0.36
H 1.572 -1.024 -0.964 0.09 -0.05 0.03
H -9.848 4.485 5.850 0.00 -0.01 0.00
Br -10.567 6.700 6.666 0.02 -0.06 -0.08
C -6.326 -11.369 5.729 -0.02 0.01 0.00
C -4.333 1.991 2.738 0.13 0.12 0.03
Br 6.503 8.041 -1.092 -0.03 0.00 -0.06
Br -5.716 2.800 3.807 0.00 -0.03 -0.07
Br 2.627 -8.527 0.717 0.25 -0.09 0.07
H 10.397 5.837 -4.363 -0.01 -0.02 -0.01
Br -7.181 4.050 7.403 0.09 0.12 0.17
H 3.439 -1.011 -2.130 0.15 0.07 0.07
Br 6.935 6.644 4.327 0.05 0.00 0.07
Br -2.309 -12.146 0.241 -0.09 0.05 0.03
H 1.265 -0.336 0.609 -0.26 0.02 -0.02
C -0.085 2.696 6.101 0.01 0.03 -0.08
Br -8.640 -0.558 7.559 0.04 0.02 -0.07
C -2.068 -1.098 -3.548 -0.26 -0.30 -0.12
Br -6.341 3.201 -2.618 0.02 -0.05 0.05
Br -5.922 -10.146 7.159 -0.01 -0.03 -0.04
Br 7.562 9.577 5.388 -0.01 -0.04 -0.04
C -0.091 -1.937 0.048 -0.09 0.27 -0.25
Br 5.478 -9.079 -2.846 0.01 0.04 0.00
H 1.968 0.738 -2.701 0.00 0.36 -0.11
Br 2.523 8.272 0.425 -0.11 0.04 0.10
C 1.256 -9.773 1.226 -0.10 0.04 -0.09
H -4.283 1.026 -7.281 0.01 0.01 0.00
Br -7.848 -3.711 1.104 0.05 0.05 -0.05
H 0.395 0.488 -4.913 0.09 -0.06 0.00
H 3.256 0.366 0.053 -0.13 -0.10 0.15
C 4.766 0.727 -1.888 0.51 -0.25 -0.16
H -2.842 7.019 0.867 0.02 -0.01 -0.01
Br -7.777 -12.546 6.186 0.04 0.04 -0.01
Br 1.533 -11.512 0.455 0.06 0.08 0.05
Br 6.268 -4.336 -3.265 -0.18 0.15 -0.12
H 2.217 -2.259 1.762 0.04 0.21 0.04
H -4.290 0.946 3.012 0.03 0.01 0.06

No. 2
36
Properties=species:S:1:pos:R:3:forces:R:3 method="wB97M-V/def2-TZVPD" e_lumo_ev=0.71 de_lowest_kj_mol=61.59 homo_lumo_gap_ev=10.451 smiles=CCO.CCO.CCO.CCO e_tot_ha=-620.11067
C -1.771 -0.172 -3.579 -0.09 0.42 -0.46
H -2.266 0.726 -3.963 -0.05 -0.04 0.21
H -2.579 3.307 -0.746 -0.09 -0.17 0.04
H -1.285 1.614 1.019 -0.11 0.14 0.12
H -0.353 3.905 0.866 0.03 -0.01 0.00
H -0.254 -0.663 -2.159 0.05 0.12 0.10
C -1.410 4.057 0.655 -0.50 0.07 -0.17
C 2.387 -4.293 0.281 0.15 0.40 0.29
H 0.797 1.576 1.617 -0.03 0.00 -0.08
C 3.583 -4.072 -0.618 0.13 -0.51 -0.15
O 3.587 -5.091 -1.624 -0.13 0.09 0.07
O -1.936 0.086 -1.207 0.08 0.10 -0.31
H -1.516 0.542 -0.472 -0.14 -0.21 0.21
H -1.933 4.777 2.626 0.06 -0.03 -0.03
C -1.021 0.110 -2.292 -0.23 -0.28 -0.19
H 0.114 1.225 3.212 0.09 0.11 -0.03
H -3.301 4.189 1.691 0.03 0.02 -0.05
H -0.539 1.090 -2.370 0.13 -0.05 0.08
H -1.532 5.030 0.171 0.20 0.03 0.05
C 0.721 -0.524 2.134 0.24 0.44 -0.22
O -1.182 0.896 1.656 0.32 -0.07 -0.09
H -1.082 -0.480 -4.370 0.01 -0.13 0.09
C 0.154 0.888 2.171 -0.33 -0.30 0.05
H 1.473 -4.399 -0.301 0.00 -0.01 -0.03
H -2.189 3.032 2.408 0.08 0.04 -0.02
H 1.785 -0.469 2.378 -0.06 -0.17 0.22
H 3.534 -3.080 -1.078 0.00 -0.01 -0.02
H 2.508 -5.156 0.935 0.03 -0.15 -0.19
H -2.542 -0.931 -3.457 0.14 -0.15 0.15
H 0.653 -0.951 1.133 -0.16 0.02 0.01
H 4.429 -5.069 -2.087 0.00 0.04 -0.01
O -1.786 3.028 -0.280 0.42 0.13 0.30
C -2.249 4.005 1.920 -0.12 0.06 0.05
H 4.514 -4.150 -0.046 -0.07 0.20 0.10
H 0.198 -1.163 2.841 0.04 -0.10 -0.02
H 2.288 -3.421 0.935 -0.13 -0.04 -0.05

No. 3
33
Properties=species:S:1:pos:R:3:forces:R:3 method="wB97M-V/def2-TZVPD" e_lumo_ev=2.10 de_lowest_kj_mol=0.00 homo_lumo_gap_ev=5.654 total_charge=-1 e_tot_ha=-2536.89667
H 0.510 -5.582 -2.443 0.01 0.01 0.01
C 2.133 1.151 3.652 0.27 -0.50 -0.15
S 0.110 0.554 -3.019 0.00 -0.04 0.37
C 1.392 0.497 2.540 0.64 -0.06 0.39
O 0.318 0.995 2.172 -0.65 -0.43 -0.56
C 1.461 -2.304 0.687 -0.08 -0.43 -0.49
H 3.954 2.967 6.545 0.00 -0.01 -0.01
H -0.986 -3.990 -3.670 -0.02 0.00 -0.02
H 1.680 -4.783 -0.393 0.00 -0.01 -0.01
C 3.448 2.452 5.736 -0.10 -0.05 -0.11
H 3.690 -0.291 3.765 0.03 -0.05 -0.02
Pd 0.524 0.046 -0.767 0.13 -0.50 -0.40
N 1.361 -1.049 0.960 -0.70 0.11 -0.63
N 0.050 -1.978 -1.204 0.19 0.32 -0.49
C 3.312 0.627 4.188 0.00 0.10 0.03
C 0.372 -4.567 -2.091 0.11 -0.05 0.11
S 1.052 2.319 -3.600 -0.46 0.10 -0.21
C -0.578 -2.400 -2.302 0.00 -0.06 0.12
S 0.803 2.224 -0.295 -0.11 0.49 -0.07
C 0.839 -2.820 -0.525 0.18 0.08 0.54
C 1.025 -4.130 -0.954 -0.08 -0.30 -0.07
H 1.856 3.903 5.596 0.01 0.00 0.01
H 1.962 -2.975 1.374 0.10 0.00 0.01
C -0.457 -3.691 -2.778 -0.07 0.04 0.04
C 1.617 2.332 4.173 -0.63 0.61 -0.02
H -1.190 -1.667 -2.808 -0.02 0.04 -0.04
H 0.185 2.252 2.975 -0.19 -0.29 -0.40
N 1.943 -0.631 2.056 0.31 0.32 0.63
H 4.886 0.846 5.630 0.00 0.00 0.00
S 1.853 3.052 -1.837 0.53 -0.22 0.33
C 3.974 1.263 5.224 -0.13 0.03 -0.07
C 2.281 2.982 5.216 0.12 0.03 0.12
O 0.480 2.869 3.690 0.60 0.73 1.07